1.
DFT (the ωB97M-V functional and the def2-TZVPD basis) results for an isolated molecule of C5H7NO.

Output
HOMO-LUMO gap = 10.0 eV
HOMO level = -9.545 eV
Structure (SMILES) = [H]/N=C/C=C\CC=O
Net charge = 0
DFT total energy = -324.6559 a.u.
Energy above the lowest of the compared OMol25 structures with the same formula, charge and spin = 180.0 kJ/mol

Each line ends with the natural charge from an NBO analysis.
Positions of all 14 atoms, in Å:
O1 1.028 2.107 1.085  -0.540
C1 0.634 0.977 0.959  0.473
C2 1.380 -0.153 0.252  -0.572
C3 0.470 -1.313 -0.048  -0.099
C4 -0.811 -1.173 -0.421  -0.290
C5 -1.410 0.155 -0.650  0.095
N1 -0.680 1.116 -1.064  -0.612
H1 2.179 -0.463 0.937  0.235
H2 1.850 0.247 -0.651  0.264
H3 0.864 -2.316 0.113  0.211
H4 -1.459 -2.043 -0.503  0.219
H5 -0.306 0.627 1.444  0.098
H6 -2.466 0.276 -0.382  0.167
H7 -1.164 2.013 -1.035  0.352

Cartesian forces (eV/Å) of the 6 atoms listed first:
0.0017 -0.4777 0.0075
0.2589 0.2266 0.3210
0.0501 0.0345 -0.0062
-0.2005 0.0491 -0.0143
0.1521 -0.0188 -0.0014
0.0822 0.1036 -0.1828

=====

2.
DFT (the ωB97M-V functional and the def2-TZVPD basis) results for an isolated molecule of C4H5N3O2 at a distorted geometry.

Output
HOMO-LUMO gap (alpha / beta) = 8.6 / 8.6 eV
HOMO level (alpha / beta) = -9.594 / -9.595 eV
Net charge = 0
DFT total energy = -470.0160 a.u.
Energy above the lowest of the compared OMol25 structures with the same formula, charge and spin = 587.4 kJ/mol

Each line ends with the natural charge from an NBO analysis.
Positions of all 14 atoms, in Å:
C1 -0.759 -1.174 -0.438  0.165
C2 2.008 1.515 -0.230  0.519
C3 1.280 -0.476 0.847  0.314
C4 -1.806 -0.275 -0.131  -0.154
N1 0.409 -0.979 -0.006  -0.433
N2 2.052 0.529 0.652  -0.586
N3 -1.627 0.941 0.257  0.052
O1 -2.486 1.791 0.458  -0.400
O2 1.064 2.195 -0.629  -0.627
H1 -0.823 -1.963 -1.035  0.200
H2 2.936 1.921 -0.637  0.123
H3 -0.658 1.236 0.124  0.395
H4 1.636 -0.929 1.807  0.220
H5 -2.804 -0.539 -0.230  0.213

Cartesian forces (eV/Å) of the 6 atoms listed first:
1.6686 3.7854 2.8726
-0.2034 2.1058 -1.9115
0.7257 0.8996 0.5622
-1.2118 -1.0891 0.0621
1.3718 -1.2080 0.6904
0.8167 -0.0520 0.6341

=====

3.
DFT (the ωB97M-V functional and the def2-TZVPD basis) results for a structure of composition C29H23Br4LiO6S3.

Output
HOMO-LUMO gap = 5.0 eV
HOMO level = -1.149 eV
Net charge = -2
DFT total energy = -13068.6106 a.u.
Energy above the lowest of the compared OMol25 structures with the same formula, charge and spin = 43.5 kJ/mol

Each line ends with the natural charge from an NBO analysis.
Positions of all 66 atoms, in Å:
Li1 0.641 0.402 0.195  0.873
Br1 4.253 4.674 3.768  0.011
C1 2.914 3.886 2.674  -0.179
C2 2.018 4.680 1.984  -0.171
Br2 2.103 6.575 2.105  0.010
C3 1.037 4.060 1.179  -0.253
Br3 -0.275 5.101 0.262  -0.012
C4 0.941 2.676 1.004  0.347
O1 0.046 2.098 0.264  -0.885
C5 1.904 1.831 1.720  0.284
O2 1.843 0.556 1.567  -0.848
C6 2.833 2.484 2.547  -0.221
Br4 4.011 1.340 3.512  -0.006
O3 -1.305 0.076 2.665  -0.650
S1 -1.994 1.036 3.821  0.551
C7 -1.564 -1.320 2.847  -0.069
C8 -2.931 -1.722 2.323  -0.429
C9 -3.016 -2.003 0.812  -0.436
C10 -2.494 -0.926 -0.147  -0.071
S2 -0.850 -2.399 -1.496  0.577
O4 -1.099 -1.055 -0.545  -0.680
C11 -0.001 -3.496 -0.406  -0.222
C12 -0.398 -4.832 -0.365  -0.232
C13 0.268 -5.730 0.457  -0.228
C14 1.319 -5.294 1.253  -0.248
C15 1.725 -3.967 1.197  -0.138
C16 1.081 -3.066 0.361  -0.213
C17 -3.426 1.723 3.028  -0.221
C18 -3.319 2.378 1.805  -0.233
C19 -4.462 2.910 1.220  -0.142
C20 -5.693 2.822 1.860  -0.246
C21 -5.785 2.210 3.104  -0.227
C22 -4.654 1.652 3.685  -0.230
H1 -1.472 -1.563 3.909  0.175
H2 -0.776 -1.846 2.313  0.203
H3 -3.628 -0.923 2.597  0.212
H4 -3.251 -2.628 2.848  0.199
H5 -4.068 -2.183 0.576  0.201
H6 -2.477 -2.923 0.581  0.218
H7 -2.577 0.063 0.295  0.218
H8 -3.090 -0.940 -1.061  0.174
H9 -1.227 -5.152 -0.987  0.210
H10 -0.047 -6.767 0.484  0.199
H11 1.831 -5.990 1.907  0.201
H12 2.563 -3.623 1.792  0.214
H13 1.438 -2.045 0.289  0.259
H14 -2.340 2.498 1.339  0.280
H15 -4.376 3.422 0.269  0.209
H16 -6.578 3.245 1.399  0.201
H17 -6.738 2.160 3.620  0.200
H18 -4.711 1.162 4.652  0.213
O5 5.316 0.067 -7.744  -0.705
C23 4.785 1.067 -6.968  0.766
O6 4.993 2.202 -7.316  -0.618
C24 4.032 0.645 -5.784  -0.251
C25 3.749 1.586 -4.782  -0.156
C26 3.134 1.228 -3.605  -0.266
C27 2.751 -0.114 -3.344  -0.109
S3 2.110 -0.634 -1.848  -0.437
C28 2.955 -1.036 -4.406  -0.275
C29 3.586 -0.670 -5.572  -0.202
H19 5.159 -0.772 -7.301  0.476
H20 4.053 2.612 -4.957  0.218
H21 2.939 1.967 -2.838  0.229
H22 2.602 -2.050 -4.266  0.209
H23 3.687 -1.423 -6.352  0.172

Cartesian forces (eV/Å) of the 6 atoms listed first:
-0.0284 -0.2601 -0.5041
0.0071 -0.0312 0.0088
-0.1649 0.0644 -0.1097
0.0392 -0.1729 0.0809
-0.0183 -0.0175 -0.0077
-0.0097 -0.0216 -0.0002

=====

4.
DFT (the ωB97M-V functional and the def2-TZVPD basis) results for a structure of composition C26H41Cl3N3NiO5PS.

Output
HOMO-LUMO gap (alpha / beta) = 7.9 / 7.9 eV
Spin multiplicity = 3
HOMO level (alpha / beta) = -7.661 / -7.655 eV
Net charge = 0
DFT total energy = -5184.3732 a.u.
Energy above the lowest of the compared OMol25 structures with the same formula, charge and spin = 63.9 kJ/mol
<S²> = 2.004

Each line ends with the Mulliken spin population.
Positions of all 81 atoms, in Å:
Ni1 1.549 0.630 2.245  1.786
O1 3.220 0.954 1.186  0.050
N1 3.937 -0.061 0.751  -0.001
C1 4.926 0.201 -0.129  0.000
C2 5.681 -0.802 -0.674  0.002
C3 5.410 -2.124 -0.312  0.001
C4 4.429 -2.377 0.615  -0.001
C5 3.686 -1.331 1.190  -0.001
S1 2.493 -1.571 2.387  0.091
H1 5.054 1.248 -0.360  0.001
H2 6.471 -0.557 -1.368  0.000
H3 5.960 -2.938 -0.766  0.000
H4 4.184 -3.379 0.935  -0.001
Cl1 2.630 4.653 0.414  0.000
C6 2.331 4.863 2.148  0.003
Cl2 3.831 4.517 3.038  0.000
Cl3 1.836 6.525 2.459  0.001
C7 1.248 3.818 2.636  0.002
O2 0.335 4.233 3.347  -0.001
O3 1.479 2.659 2.233  0.016
N2 -1.759 -0.199 4.315  0.004
C8 -0.855 0.762 3.974  0.007
N3 -1.321 2.001 3.776  0.004
O4 0.345 0.446 3.871  0.016
H5 -2.734 -0.007 4.441  0.000
H6 -1.414 -1.133 4.435  0.000
H7 -2.285 2.217 3.950  0.000
H8 -0.676 2.788 3.606  0.000
O5 0.105 -0.163 0.998  0.024
P1 -0.877 -0.288 -0.127  -0.001
C9 0.002 -0.828 -1.648  0.000
C10 0.617 -2.220 -1.402  -0.002
C11 1.845 -2.476 -2.295  0.000
C12 1.751 -1.674 -3.589  0.000
C13 1.831 -0.175 -3.274  0.000
C14 1.108 0.186 -1.963  0.001
C15 -1.826 1.270 -0.409  -0.003
C16 -2.496 1.420 -1.799  0.000
C17 -2.073 2.713 -2.497  0.000
C18 -2.359 3.936 -1.624  0.000
C19 -1.821 3.761 -0.182  0.000
C20 -0.984 2.493 -0.035  0.002
C21 -2.164 -1.505 0.368  0.002
C22 -1.575 -2.693 1.136  0.000
C23 -2.724 -3.574 1.621  0.000
C24 -3.554 -4.127 0.438  0.000
C25 -3.190 -3.467 -0.896  0.000
C26 -3.109 -1.945 -0.778  0.000
H9 -0.704 -0.860 -2.483  0.002
H10 -0.139 -2.986 -1.593  -0.001
H11 0.923 -2.294 -0.355  0.002
H12 1.927 -3.543 -2.506  0.000
H13 2.755 -2.178 -1.770  0.000
H14 0.813 -1.912 -4.101  0.000
H15 2.558 -1.952 -4.269  0.000
H16 1.403 0.392 -4.105  0.000
H17 2.879 0.122 -3.194  0.000
H18 0.694 1.192 -2.044  -0.001
H19 1.809 0.197 -1.125  0.000
H20 -2.608 1.192 0.355  0.000
H21 -3.581 1.429 -1.676  0.000
H22 -2.260 0.574 -2.449  0.000
H23 -2.613 2.805 -3.442  0.000
H24 -1.008 2.671 -2.738  0.000
H25 -3.438 4.104 -1.596  0.000
H26 -1.916 4.819 -2.087  0.000
H27 -2.650 3.722 0.529  0.000
H28 -1.209 4.619 0.096  0.000
H29 -0.645 2.391 0.989  -0.004
H30 -0.088 2.572 -0.652  0.001
H31 -2.734 -0.927 1.105  0.000
H32 -0.982 -2.318 1.971  0.002
H33 -0.907 -3.282 0.508  -0.001
H34 -3.366 -2.981 2.280  0.000
H35 -2.329 -4.397 2.220  0.000
H36 -4.617 -3.970 0.632  0.000
H37 -3.408 -5.205 0.344  0.000
H38 -3.937 -3.732 -1.646  0.000
H39 -2.233 -3.856 -1.251  0.000
H40 -4.112 -1.552 -0.598  0.000
H41 -2.778 -1.531 -1.734  0.000

Cartesian forces (eV/Å) of the 6 atoms listed first:
0.4022 -0.3365 -0.1954
-0.1331 0.2747 -0.0793
0.0141 -0.4736 -0.0131
0.0840 0.0619 -0.1302
0.0183 -0.0058 -0.0094
-0.0984 -0.0487 0.0790